# 1
Formula: C5H10BF4O5S2
Source: the Open Molecules 2025 dataset
Level of theory: ωB97M-V with the def2-TZVPD basis set

## Properties
Frontier orbital gap ... 10.38 eV
Charge ... -1
HOMO energy ... -0.2943 hartree
Largest force on an atom ... 3.21 eV Å⁻¹

Geometry as XYZ:
```
27
Properties=species:S:1:pos:R:3:forces:R:3
O -4.034054 1.388051 0.511159 2.2 -1.2 -0.5
S -2.672959 0.806495 0.422869 -2.9 1.0 -0.1
O -2.763103 -0.398156 -0.695668 0.2 1.3 0.7
C -1.670018 -1.348595 -0.578280 1.4 -0.6 0.1
C -0.297177 -0.760754 -0.138438 -0.3 -0.3 -0.8
C 0.064008 0.588867 -0.831054 0.3 -0.4 1.3
C -0.433289 1.767385 0.043478 0.5 -0.3 -0.8
C 0.456672 3.029970 0.025724 -0.9 -0.6 0.7
S 1.868287 2.708039 1.163167 2.6 1.8 -0.2
O 3.069290 2.511264 0.328568 -2.0 -0.1 1.1
O 1.961559 3.733937 2.219942 -0.8 -1.6 -1.5
O -1.797024 2.055674 -0.315072 -0.1 -0.8 0.5
H -1.556557 -1.809598 -1.563601 -0.2 0.3 0.1
H -1.906125 -2.168288 0.110225 -0.3 0.3 -0.1
H 0.461613 -1.501211 -0.421158 -0.3 0.0 0.1
H -0.258123 -0.715374 0.958320 0.1 0.2 -0.2
H 1.157186 0.642856 -0.919789 -0.2 0.0 -0.1
H -0.383503 0.596416 -1.829468 0.1 0.4 0.1
H -0.467614 1.418029 1.092129 0.2 0.1 -0.2
H 0.848748 3.294241 -0.957092 0.2 -0.2 0.2
H -0.144052 3.850336 0.436141 0.4 0.0 0.1
H 1.592553 1.506639 1.786707 -0.2 0.4 -0.4
B 1.384709 -4.245971 -0.169240 0.2 -0.3 0.0
F 1.963666 -4.833560 -1.307152 0.0 0.1 0.0
F 1.386010 -5.161677 0.896811 0.0 0.1 0.0
F 2.114233 -3.090328 0.192756 0.0 0.1 0.0
F 0.055063 -3.864686 -0.461983 -0.2 0.1 -0.1
```
Forces are in eV/Å.

Löwdin population analysis, charges in e, atoms 1 to 8: number 1, O, carries -0.411; number 2, S, carries 1.009; number 3, O, carries -0.310; number 4, C, carries -0.217; number 5, C, carries -0.178; number 6, C, carries -0.119; number 7, C, carries -0.482; number 8, C, carries -0.166



# 2
Formula: C5H10BLaN2O3
Source: the Open Molecules 2025 dataset
Level of theory: ωB97M-V with the def2-TZVPD basis set

## Properties
Frontier orbital gap ... 3.95 eV
Charge ... +2
HOMO energy ... -0.5596 hartree
Largest force on an atom ... 8.86 eV Å⁻¹

Geometry as XYZ:
```
22
Properties=species:S:1:pos:R:3:forces:R:3
C -2.710549 1.868347 0.180728 -0.7 0.9 0.6
N -1.366129 1.452435 -0.348333 -0.3 0.8 -0.6
C -1.356421 0.028696 -0.804513 1.4 -1.0 -0.7
C -0.024907 -0.724835 -0.502903 0.2 -3.1 -0.6
C 0.139503 -1.297264 0.983042 -1.4 1.7 -0.7
O 1.189650 -0.407771 1.448787 -0.8 -0.7 0.1
B 2.142138 -0.483904 0.316035 0.4 0.0 0.6
O 2.620765 -1.847248 0.056160 0.7 0.3 -1.0
C 3.786357 -1.815442 -0.583521 -3.5 -0.3 2.7
N 4.890773 -1.673973 -0.779620 2.7 0.2 -1.5
O 1.243505 -0.106701 -0.829415 -2.6 2.6 -0.1
H -2.954529 2.931229 -0.070821 0.3 -0.8 0.1
H -2.767428 1.748426 1.286459 0.0 -0.2 -0.7
H -3.504270 1.240337 -0.285932 0.8 0.4 0.2
H -0.603960 1.648106 0.312600 -5.6 -6.5 2.2
H -1.492956 0.053050 -1.915472 -0.1 0.2 0.9
H -2.196682 -0.530167 -0.339217 0.6 0.4 -0.2
H -0.081668 -1.632237 -1.163441 -0.2 0.8 0.3
H -0.868792 -1.155486 1.441362 1.0 0.3 0.5
H 0.317005 -2.388771 1.079394 0.6 0.8 -0.4
H 3.064096 0.288354 0.422719 0.0 0.7 0.1
La 0.534499 2.804819 0.095902 6.3 2.4 -1.7
```
Forces are in eV/Å.

Löwdin population analysis, charges in e, atoms 1 to 8: number 1, C, carries -0.023; number 2, N, carries -0.239; number 3, C, carries -0.088; number 4, C, carries -0.267; number 5, C, carries -0.086; number 6, O, carries -0.021; number 7, B, carries -0.816; number 8, O, carries 0.119



# 3
Formula: C5H10BNO3
Source: the Open Molecules 2025 dataset
Level of theory: ωB97M-V with the def2-TZVPD basis set

## Properties
Frontier orbital gap ... 9.16 eV
Charge ... 0
HOMO energy ... -0.3212 hartree
Largest force on an atom ... 4.05 eV Å⁻¹

Geometry as XYZ:
```
20
Properties=species:S:1:pos:R:3:forces:R:3
B 0.445559 1.623879 0.017450 -1.0 0.2 -0.6
C -1.366081 -0.411094 -0.688397 0.4 0.9 -0.2
C 0.883898 -0.908553 0.855354 -2.8 1.8 -2.0
C -2.294057 -0.177695 0.472601 2.2 -0.6 -0.7
C 2.066898 -1.549934 0.330217 1.0 0.4 1.4
C -0.003278 0.212561 -0.641919 0.4 -0.1 4.0
N -1.743861 -1.202696 -1.600713 -1.2 -0.2 0.6
O 0.317062 -1.035998 1.880012 0.4 0.1 0.1
O -0.449774 2.700217 0.356886 2.9 -1.4 0.0
O 1.844403 1.787406 0.210279 -2.5 -2.2 -2.2
H -2.901591 -1.034759 0.485903 -0.8 -1.2 0.6
H -2.933579 0.636288 0.324944 -0.7 1.6 -0.1
H -1.590923 -0.093163 1.287871 -0.7 0.2 0.9
H 2.646592 -1.839586 1.171848 0.2 -1.3 1.1
H 1.789755 -2.371510 -0.271861 0.0 -0.7 -1.0
H 2.778514 -0.858820 -0.028330 0.2 1.0 -1.7
H 0.602924 -0.033898 -1.458422 0.9 -0.5 -1.3
H -1.047643 -1.308854 -2.289510 1.1 -0.2 -1.2
H -1.372143 2.498126 0.349769 -0.8 -0.4 -0.2
H 1.921618 2.380600 0.895253 0.8 2.6 2.4
```
Forces are in eV/Å.

Löwdin population analysis, charges in e, atoms 1 to 8: number 1, B, carries -0.511; number 2, C, carries -0.450; number 3, C, carries -0.263; number 4, C, carries -0.024; number 5, C, carries -0.008; number 6, C, carries 0.026; number 7, N, carries 0.131; number 8, O, carries 0.140



# 4
Formula: C5H10BNO4
Source: the Open Molecules 2025 dataset
Level of theory: ωB97M-V with the def2-TZVPD basis set

## Properties
Structure (SMILES) ... O=C(B(O)O)N1CCOCC1
Frontier orbital gap ... 8.98 eV
Charge ... 0
HOMO energy ... -0.3270 hartree
Largest force on an atom ... 5.59 eV Å⁻¹

Geometry as XYZ:
```
21
Properties=species:S:1:pos:R:3:forces:R:3
B -2.539930 -0.240613 -0.092387 -1.2 -1.2 -0.5
C -1.359665 0.784004 -0.128804 3.7 1.2 0.7
C 0.452798 -0.819663 0.843340 0.1 1.9 -1.5
C 1.065051 1.479783 0.173747 -0.5 -0.2 -3.2
C 1.615405 -1.303557 0.027698 1.8 -0.6 -0.5
C 2.355487 0.899217 -0.495941 -4.0 -3.9 -0.6
N -0.008227 0.492304 0.328180 -1.2 0.1 -0.5
O -1.596136 1.895349 -0.595863 0.0 -0.8 0.4
O 2.752691 -0.403648 0.075861 -1.5 1.6 -0.7
O -2.910421 -1.055905 0.928633 -2.6 -0.9 1.4
O -3.210282 -0.267634 -1.260008 0.1 0.8 -1.0
H -0.380235 -1.449571 0.755067 -1.0 -1.3 0.2
H 0.794139 -0.730835 1.843690 0.0 0.1 1.2
H 1.341654 1.922768 1.066078 0.5 0.6 2.3
H 0.687068 2.342571 -0.448955 0.2 -1.1 0.4
H 2.087924 -2.197774 0.471549 -0.7 0.0 -0.2
H 1.347231 -1.522848 -1.032437 0.0 0.2 0.6
H 2.302165 0.828946 -1.603648 -0.8 -0.6 0.4
H 3.091165 1.543924 -0.446669 4.0 3.1 1.3
H -3.899100 -1.396497 0.965032 3.3 1.1 -0.4
H -3.988774 -0.800311 -1.374172 -0.3 -0.4 0.2
```
Forces are in eV/Å.

Löwdin population analysis, charges in e, atoms 1 to 8: number 1, B, carries -0.634; number 2, C, carries -0.256; number 3, C, carries -0.120; number 4, C, carries -0.103; number 5, C, carries -0.187; number 6, C, carries -0.131; number 7, N, carries -0.036; number 8, O, carries 0.068



# 5
Formula: C5H10Br
Source: the Open Molecules 2025 dataset
Level of theory: ωB97M-V with the def2-TZVPD basis set

## Properties
Frontier orbital gap (alpha / beta) ... 7.59 / 9.90 eV
<S²> ... 0.78
Charge ... 0
HOMO energy (alpha / beta) ... -0.2543 / -0.3513 hartree
Largest force on an atom ... 1.61 eV Å⁻¹
Spin multiplicity ... 2

Geometry as XYZ:
```
16
Properties=species:S:1:pos:R:3:forces:R:3
Br -2.110138 -2.880369 0.870034 0.0 0.0 -0.1
H -2.894497 -3.145905 -0.286453 0.1 0.0 0.1
C 0.461548 0.528445 0.212223 -0.1 0.0 0.5
C 0.133587 1.108576 1.537501 0.1 0.7 0.4
C 1.440308 -0.591659 0.219995 -0.4 -0.6 0.0
C -0.116836 1.086342 -0.936361 -0.3 -0.2 -1.6
C -0.503558 0.375161 -2.064103 0.3 0.6 0.6
H -0.923827 1.402647 1.600624 0.3 -0.1 0.1
H 0.359997 0.390683 2.334709 -0.1 0.3 -0.1
H 0.730114 2.019917 1.720090 -0.1 -0.2 0.2
H 1.284148 -1.242572 -0.642551 0.4 0.1 -0.1
H 2.485174 -0.227777 0.265537 -0.4 -0.1 -0.2
H 1.281000 -1.208021 1.114997 0.1 0.1 -0.1
H -0.259358 2.194742 -0.936867 -0.1 -0.9 0.0
H -0.764375 0.914603 -2.986861 -0.1 -0.5 0.5
H -0.603289 -0.724811 -2.022516 0.3 0.8 -0.2
```
Forces are in eV/Å.

Löwdin population analysis, charges in e, atoms 1 to 8: number 1, Br, carries 0.302; number 2, H, carries -0.286; number 3, C, carries -0.364; number 4, C, carries -0.083; number 5, C, carries -0.075; number 6, C, carries -0.185; number 7, C, carries 0.004; number 8, H, carries 0.082



# 6
Formula: C5H10Cl2O2Si
Source: the Open Molecules 2025 dataset
Level of theory: ωB97M-V with the def2-TZVPD basis set

## Properties
Structure (SMILES) ... CC(=O)OCC[Si](C)(Cl)Cl
Frontier orbital gap ... 11.22 eV
Charge ... 0
HOMO energy ... -0.3865 hartree
Largest force on an atom ... 4.65 eV Å⁻¹

Geometry as XYZ:
```
20
Properties=species:S:1:pos:R:3:forces:R:3
O 0.959979 0.428087 -1.502480 2.2 -1.5 2.4
Cl -3.774335 -1.197568 0.271313 0.3 0.0 -0.2
Cl -2.443649 -0.081432 2.934554 0.1 0.0 1.5
O 1.817171 -0.468414 0.457932 1.4 1.1 -2.6
C 1.850140 -0.195898 -0.867551 -1.0 1.1 -4.2
C 3.023572 -0.703703 -1.706207 0.4 0.3 -0.6
C 0.651022 0.102466 0.919322 -3.4 -1.8 2.6
C -2.335577 1.573918 0.349330 0.7 0.3 -1.6
C -0.503451 -0.919960 0.555820 -0.5 1.2 -0.1
Si -2.133592 -0.118319 0.954468 0.0 -0.8 -0.2
H 3.330220 -0.034783 -2.568506 -1.0 -0.3 1.2
H 2.857152 -1.676284 -2.213789 -0.2 0.4 0.8
H 3.894060 -0.748802 -1.091515 0.7 -0.5 0.5
H 0.708519 0.131174 1.992694 0.4 0.0 0.6
H 0.358095 1.114317 0.622666 0.7 -0.4 -0.6
H -3.194769 1.971848 0.811194 -1.4 0.4 0.4
H -1.569624 2.355360 0.508981 0.0 -0.8 -0.3
H -2.565293 1.387056 -0.730472 0.3 0.7 0.6
H -0.458286 -1.985517 0.815800 0.5 0.5 0.7
H -0.471354 -0.933543 -0.513555 -0.3 0.0 -0.9
```
Forces are in eV/Å.

Löwdin population analysis, charges in e, atoms 1 to 8: number 1, O, carries 0.037; number 2, Cl, carries 0.294; number 3, Cl, carries 0.360; number 4, O, carries 0.037; number 5, C, carries -0.455; number 6, C, carries 0.014; number 7, C, carries -0.257; number 8, C, carries -0.237